#one
The following is a DFT calculation (the ωB97M-V functional and the def2-TZVPD basis) of a 2-piece molecular cluster, C4H14N2 overall.

Atoms and positions in Å:
C 2.774 -1.386 0.873
N 2.902 -0.606 2.100
C 3.357 0.837 1.818
H 2.658 -0.737 -0.005
H 1.926 -2.083 0.971
H 3.681 -2.011 0.831
H 2.046 -0.491 2.623
H 4.275 0.743 1.236
H 2.550 1.140 1.116
H 3.464 1.303 2.800
C -2.805 0.168 -0.177
N -2.933 -0.304 -1.585
C -3.348 0.632 -2.647
H -3.683 0.763 0.120
H -1.962 0.845 -0.023
H -2.692 -0.704 0.464
H -2.024 -0.672 -1.826
H -2.768 0.266 -3.477
H -4.421 0.648 -2.792
H -2.998 1.650 -2.419

HOMO level = -8.66 eV
HOMO-LUMO gap = 9.402 eV
SMILES = CNC.CNC
E_LUMO = 0.74 eV

For each atom in turn, the Mulliken charge in e is: -0.713 -0.433 -0.778 0.266 0.328 0.222 0.248 0.272 0.295 0.293 -0.786 -0.385 -0.733 0.313 0.288 0.267 0.224 0.328 0.220 0.263

#two
The following is a DFT calculation (the ωB97M-V functional and the def2-TZVPD basis) of a 2-piece molecular cluster, C4H14N2 overall.

Atoms and positions in Å:
N -1.955 0.806 -2.312
C -2.449 -0.529 -0.292
C -1.796 0.740 -0.899
H -1.251 1.442 -2.702
H -1.798 -0.102 -2.762
H -3.548 -0.462 -0.368
H -2.172 -0.556 0.776
H -2.121 -1.470 -0.764
H -2.121 1.659 -0.375
H -0.702 0.641 -0.758
N 2.294 -1.427 0.513
C 1.240 0.443 1.628
C 2.320 -0.014 0.669
H 3.009 -1.732 -0.157
H 2.584 -1.795 1.426
H 1.499 1.437 2.029
H 1.215 -0.278 2.462
H 0.234 0.496 1.178
H 2.207 0.415 -0.345
H 3.314 0.285 1.053

HOMO level = -8.90 eV
HOMO-LUMO gap = 9.925 eV
SMILES = CCN.CCN
E_LUMO = 1.03 eV

For each atom in turn, the Mulliken charge in e is: -0.655 -1.078 0.107 0.247 0.233 0.321 0.286 0.327 0.262 -0.043 -0.624 -0.647 -0.329 0.227 0.223 0.297 0.285 -0.080 0.315 0.326

Which one sits at the bottom of the stability order? #one does.

#one
The following is a DFT calculation (the ωB97M-V functional and the def2-TZVPD basis) of one molecule with the formula C6H7NO3.

Atoms and positions in Å:
C 1.901 -1.122 -0.280
C 0.126 -0.940 -0.209
C -2.017 -0.311 0.011
C -0.680 -1.977 0.030
C 3.798 0.016 0.103
C -2.885 1.817 -0.003
N -0.785 0.189 -0.232
O -1.969 -1.619 0.176
O 2.349 -0.031 0.220
O -3.113 0.403 0.115
H -0.482 -3.057 0.137
H 4.045 0.679 0.947
H 4.013 0.623 -0.896
H 4.280 -0.977 -0.158
H -3.939 2.221 -0.059
H -2.048 1.836 -0.856
H -2.595 2.250 0.956

HOMO level = -8.60 eV
HOMO-LUMO gap = 9.164 eV
E_LUMO = 0.57 eV

For each atom in turn, the Mulliken charge in e is: -0.469 0.314 0.713 -0.107 -0.512 -0.620 -0.561 -0.322 -0.053 -0.377 0.364 0.238 0.235 0.333 0.215 0.353 0.258

#two
The following is a DFT calculation (the ωB97M-V functional and the def2-TZVPD basis) of C6H7NO3 as an isolated structure.

Atoms and positions in Å:
O 2.046 -0.345 1.547
C 2.389 -1.461 2.071
O 3.392 -2.075 1.711
C 0.054 -1.620 3.377
C -0.556 -2.747 2.720
N 0.590 -3.240 2.219
C 1.399 -2.238 2.946
C -1.880 -3.027 2.302
C -3.037 -3.170 1.978
H -0.166 -1.372 4.418
H 0.729 -3.607 1.279
H 1.956 -2.694 3.776
H -4.064 -3.421 1.767
H -0.338 -0.445 2.595
O -0.247 0.666 1.638
H 0.853 0.239 1.478
H -0.795 0.636 0.849

HOMO level = -9.22 eV
HOMO-LUMO gap = 7.723 eV
E_LUMO = -1.50 eV

For each atom in turn, the Mulliken charge in e is: -0.708 0.311 -0.627 -0.631 0.051 -0.225 0.169 -0.573 0.373 0.352 0.307 0.347 0.430 0.417 -0.775 0.479 0.301

#three
The following is a DFT calculation (the ωB97M-V functional and the def2-TZVPD basis) of C6H7NO3 as an isolated structure.

Atoms and positions in Å:
O 1.576 1.818 0.653
C 1.337 0.708 0.285
C 1.699 -0.738 0.643
C 0.336 -1.383 0.919
C -0.434 -0.813 -0.321
C -1.652 -0.038 0.108
N -2.185 0.947 -0.606
C 0.712 0.011 -0.938
O 1.837 -0.896 -0.802
H 2.575 -1.026 1.230
H 0.399 -2.476 0.907
H -0.095 -1.068 1.878
H -0.737 -1.608 -1.013
H 0.594 0.466 -1.925
O -2.642 -0.676 0.609
H -1.498 1.592 -0.982
H -3.330 0.496 -0.157

HOMO level = -10.03 eV
HOMO-LUMO gap = 10.406 eV
E_LUMO = 0.38 eV

For each atom in turn, the Mulliken charge in e is: -0.552 0.187 0.122 -1.028 0.355 0.125 -0.550 -0.479 -0.495 0.519 0.344 0.341 0.484 0.617 -0.701 0.217 0.495

Which one sits at the bottom of the stability order? #one does.

#one
The following is a DFT calculation (the ωB97M-V functional and the def2-TZVPD basis) of an isolated ion of composition C8H17N2 and charge +1.

Atoms and positions in Å:
C -1.465 1.121 -0.091
C -0.165 0.655 -0.663
C 0.469 -0.682 -0.451
C 0.333 -1.757 0.606
C 1.118 -1.233 -1.674
C -3.611 0.194 0.357
C 2.314 1.086 -0.345
C 0.827 0.814 1.477
N -2.292 0.211 -0.296
N 1.076 0.473 0.062
H -1.699 2.031 0.474
H 0.094 0.978 -1.697
H 0.155 -1.419 1.632
H 1.031 -2.575 0.650
H -0.499 -2.314 0.100
H 2.045 -1.508 -1.370
H 1.214 -0.593 -2.492
H 0.614 -2.240 -1.987
H -4.073 -0.712 -0.022
H -3.366 0.073 1.476
H -4.194 1.056 0.143
H 2.429 1.073 -1.491
H 2.478 2.077 -0.035
H 3.114 0.605 0.146
H -0.275 0.509 1.587
H 1.280 0.255 2.177
H 1.047 1.823 1.729

HOMO level (alpha / beta) = -9.53 / -14.32 eV
HOMO-LUMO gap (alpha / beta) = 7.145 / 8.348 eV
spin multiplicity = 3
E_LUMO (alpha / beta) = -2.39 / -5.97 eV
net charge = +1

For each atom in turn, the Mulliken charge in e is: -1.491 0.480 1.007 -1.366 -1.748 -0.841 -0.898 -1.129 -0.021 0.407 0.454 0.429 0.319 0.387 0.418 0.561 0.414 0.349 0.308 0.329 0.343 0.311 0.347 0.459 0.430 0.417 0.324

#two
The following is a DFT calculation (the ωB97M-V functional and the def2-TZVPD basis) of a 2-piece molecular cluster, C8H17N2 overall.

Atoms and positions in Å:
C 1.625 1.467 0.249
C -1.783 0.476 -1.566
C -1.961 0.460 -0.248
C 1.546 -0.898 -0.267
C -2.197 -0.802 0.421
C -2.048 1.711 0.592
C 2.789 -1.185 0.503
C 0.756 -2.015 -0.777
N 2.352 1.497 1.234
N 1.234 0.369 -0.494
H 1.111 2.358 0.054
H -1.744 -0.469 -2.130
H -1.836 1.307 -2.155
H -3.312 -0.929 0.337
H -1.956 -0.487 1.480
H -1.676 -1.631 0.003
H -3.085 1.710 1.012
H -1.702 2.611 -0.025
H -1.581 1.569 1.518
H 2.775 -2.162 0.902
H 2.872 -0.359 1.202
H 3.537 -0.928 -0.160
H 0.164 -2.388 0.047
H 1.417 -2.741 -1.053
H 0.116 -1.554 -1.611
H 2.362 2.365 1.786
H 0.226 0.647 -0.854

HOMO level (alpha / beta) = -9.22 / -12.62 eV
HOMO-LUMO gap (alpha / beta) = 5.137 / 3.654 eV
spin multiplicity = 3
E_LUMO (alpha / beta) = -4.08 / -8.96 eV
net charge = +1

For each atom in turn, the Mulliken charge in e is: -0.221 -1.021 1.161 1.108 -1.124 -1.354 -1.512 -1.357 -0.538 -0.189 0.488 0.318 0.437 0.387 0.360 0.308 0.411 0.309 0.471 0.429 0.456 0.385 0.233 0.579 0.187 0.265 0.026

Which one sits at the bottom of the stability order? #one does.